*A*
{
  "formula": "C6H13P",
  "method": "wB97M-V/def2-TZVPD",
  "gap_ev": 9.8,
  "homo_energy_ev": -9.35,
  "elements": ["C", "C", "C", "C", "C", "C", "P", "H", "H", "H", "H", "H", "H", "H", "H", "H", "H", "H", "H", "H"],
  "xyz": [[-2.42, -0.34, 2.03], [1.46, -1.42, -0.39], [0.24, 0.00, -1.92], [0.49, 1.78, 0.33], [0.18, -0.68, -0.55], [-0.20, 0.41, 0.49], [-2.05, 0.53, 0.65], [-3.44, -0.38, 2.26], [-1.73, -0.89, 2.65], [1.73, -2.00, -1.22], [1.37, -2.19, 0.44], [2.19, -0.55, -0.08], [1.26, 0.57, -2.12], [-0.59, 0.69, -2.12], [-0.06, -0.81, -2.63], [0.58, 2.24, -0.67], [1.49, 1.94, 0.67], [-0.02, 2.48, 0.96], [-0.70, -1.38, -0.50], [0.22, -0.02, 1.72]],
  "lowdin_charge": [-0.34, -0.10, -0.12, -0.17, -0.55, -0.59, 0.91, -0.05, -0.01, 0.05, 0.10, 0.12, 0.13, 0.06, 0.09, 0.08, 0.06, 0.05, 0.11, 0.18]
}

*B*
{
  "formula": "C6H13P",
  "method": "wB97M-V/def2-TZVPD",
  "gap_ev": 10.3,
  "homo_energy_ev": -10.15,
  "smiles": "CCCCC.C#P",
  "elements": ["C", "C", "C", "C", "C", "C", "P", "H", "H", "H", "H", "H", "H", "H", "H", "H", "H", "H", "H", "H"],
  "xyz": [[3.82, 1.33, -0.59], [-2.17, 1.34, 0.50], [1.43, -1.95, -0.57], [-0.86, 1.18, -0.36], [-0.09, -0.05, 0.21], [0.86, -0.56, -0.90], [4.34, 0.25, 0.39], [1.78, 0.10, -1.10], [-3.04, 0.91, -0.02], [-2.47, 2.31, 0.57], [-2.09, 1.04, 1.50], [1.91, -2.47, -1.38], [0.63, -2.47, -0.21], [2.21, -2.03, 0.22], [-0.21, 2.03, -0.21], [-1.17, 1.17, -1.41], [-0.81, -0.79, 0.48], [0.39, 0.25, 1.14], [0.20, -0.64, -1.64], [2.98, 1.75, -1.05]],
  "lowdin_charge": [-0.53, -0.10, -0.12, -0.23, -0.22, -0.25, 0.71, 0.06, 0.08, 0.02, 0.05, 0.06, 0.03, 0.06, 0.09, 0.10, 0.09, 0.11, 0.05, -0.09]
}

Stability check: which of them is most stable? *A*.

*A*
{
  "formula": "C3H8N3",
  "method": "wB97M-V/def2-TZVPD",
  "charge": 1,
  "gap_ev": 10.3,
  "homo_energy_ev": -14.31,
  "smiles": "[H]/N=C/CNC=[NH2+]",
  "elements": ["C", "C", "C", "N", "N", "N", "H", "H", "H", "H", "H", "H", "H", "H"],
  "xyz": [[-1.43, 0.43, 0.33], [0.28, -1.25, -0.35], [1.48, -0.36, -0.01], [-0.90, -0.83, 0.36], [-1.09, 1.28, -0.60], [1.33, 0.79, 0.45], [-2.04, 0.70, 1.22], [0.01, -1.19, -1.51], [0.23, -2.25, -0.07], [2.51, -0.81, -0.37], [-1.03, -1.34, 1.27], [-1.30, 2.23, -0.20], [2.11, 1.39, 0.55], [-0.16, 1.22, -1.08]],
  "lowdin_charge": [-0.12, -0.15, -0.20, 0.02, 0.16, 0.10, 0.17, 0.18, 0.10, 0.16, 0.18, 0.17, 0.07, 0.14]
}

*B*
{
  "formula": "C3H8N3",
  "method": "wB97M-V/def2-TZVPD",
  "charge": 1,
  "gap_ev": 11.0,
  "homo_energy_ev": -14.45,
  "smiles": "C[N@H+]1CNC=N1",
  "elements": ["C", "C", "C", "N", "N", "N", "H", "H", "H", "H", "H", "H", "H", "H"],
  "xyz": [[-1.84, 0.71, 0.29], [-0.39, -0.85, -0.41], [1.42, 0.58, 0.34], [-0.76, 1.45, 0.05], [-1.78, -0.58, -0.07], [0.26, 0.56, -0.49], [-2.57, 1.22, 0.89], [0.16, -1.53, 0.31], [-0.20, -1.09, -1.56], [2.02, 1.61, 0.32], [1.45, 0.29, 1.39], [2.07, -0.11, -0.24], [-2.47, -1.29, 0.21], [0.48, 0.72, -1.46]],
  "lowdin_charge": [-0.13, -0.06, -0.05, 0.10, 0.06, -0.16, 0.15, 0.16, 0.18, 0.16, 0.11, 0.11, 0.18, 0.18]
}

Stability check: which of them is most stable? *A*.